Entry 1:
# C13H18N5O5RhS

A structure of composition C13H18N5O5RhS (ωB97M-V/def2-TZVPD, the OMol25 dataset).

Each line ends with the Mulliken charge.
Cartesian coordinates (Å):
1 Rh 0.00423 0.28019 0.85654  0.582
2 C 4.52742 0.19508 3.31938  -0.845
3 O 3.83414 0.09653 2.03455  -0.288
4 C 2.56247 0.21159 1.95342  0.922
5 O 2.00610 0.13392 0.83148  -0.503
6 N 1.79007 0.46373 3.04640  -0.111
7 N 0.39015 0.46322 2.80893  -0.468
8 H 5.57930 0.14108 3.06802  0.252
9 H 4.24875 -0.65447 3.94062  0.382
10 H 4.29940 1.15327 3.78309  0.397
11 H 2.10315 0.36519 4.00248  0.283
12 H -0.03724 1.29862 3.21364  0.361
13 H -0.04729 -0.37576 3.21019  0.492
14 N -1.69340 4.85633 -1.23676  -0.365
15 C -0.72731 4.25545 -0.53331  0.451
16 C -0.78082 2.86504 -0.26252  -0.242
17 N 0.19143 2.28354 0.42723  0.176
18 C 1.22604 3.03126 0.85597  -0.176
19 C 1.23899 4.38817 0.58742  -0.524
20 N 0.28583 5.00394 -0.08939  -0.543
21 H -2.48709 4.36049 -1.60093  0.207
22 H -1.62068 5.84661 -1.40724  0.259
23 H -1.61174 2.25933 -0.59270  0.533
24 H 2.04034 2.55304 1.37159  0.303
25 H 2.06473 4.99641 0.93666  0.389
26 C -1.15153 -4.38940 -4.36954  -1.349
27 C -1.41068 -3.59898 -3.12303  0.732
28 C -2.42358 -3.95865 -2.23868  -0.791
29 C -2.67795 -3.22274 -1.09340  -0.650
30 C -1.89094 -2.10884 -0.83050  0.708
31 C -0.88287 -1.71505 -1.70993  -0.041
32 C -0.63958 -2.46264 -2.83995  -1.131
33 S -2.16579 -1.24397 0.63927  1.659
34 O -0.95311 -1.46274 1.54621  -0.700
35 O -3.42465 -1.50429 1.21305  -0.525
36 O -1.87061 0.26550 0.31830  -0.559
37 H -1.71030 -5.32223 -4.37233  0.378
38 H -0.09041 -4.62019 -4.46464  0.368
39 H -1.44398 -3.81563 -5.25052  0.332
40 H -3.02939 -4.82972 -2.45051  0.372
41 H -3.46767 -3.51174 -0.41312  0.483
42 H -0.29345 -0.81060 -1.55806  0.367
43 H 0.13952 -2.15989 -3.52734  0.419

Forces on atoms 1 to 6 (eV/Å):
Rh -0.43 0.78 0.15
C -0.05 -0.03 -0.09
O 0.09 0.05 0.12
C -0.24 -0.15 -0.13
O 0.24 -0.23 0.44
N 0.03 -0.03 -0.13

Calculated values
* energy: -1664.2974 hartree
* gap between HOMO and LUMO: 6.123 eV
* charge: +2
* relative energy (zero: lowest compared OMol25 entry of this formula, charge and spin): 4.66 kcal per mole
* F_max: 0.017 hartree/bohr
* HOMO: -14.9 eV

Entry 2:
# C6H14N2O2

A cluster of 2 separate species, C6H14N2O2 in total (ωB97M-V/def2-TZVPD, the OMol25 dataset).

Each line ends with the Mulliken charge.
Cartesian coordinates (Å):
1 C 2.06340 -0.20642 1.56452  -0.840
2 C -1.67102 -0.41936 2.10307  -0.803
3 C 0.68067 0.21268 1.95119  0.794
4 O 0.35894 1.39212 1.91549  -0.639
5 N -0.25723 -0.75769 2.12042  -0.190
6 H 2.87211 0.29293 2.09717  0.299
7 H 0.00562 -1.70702 2.32192  0.224
8 H -1.80950 0.49202 1.52794  0.227
9 H 2.31388 -1.26660 1.67288  0.320
10 H 2.22092 -0.00473 0.51659  0.030
11 H -2.16818 -1.24226 1.59388  0.313
12 H -2.07246 -0.19307 3.08886  0.295
13 C 1.28333 1.21181 -1.64748  -0.744
14 C -1.96158 -0.69203 -1.83757  -0.995
15 C -0.53983 -0.33196 -2.14120  0.731
16 O 0.25825 -1.13106 -2.60541  -0.650
17 N -0.10226 0.80229 -1.54181  -0.126
18 H -0.69122 1.41597 -1.00515  0.220
19 H 1.73869 0.92376 -2.59297  0.357
20 H -2.00006 -1.43621 -1.07116  0.172
21 H 1.41639 2.28158 -1.52063  0.337
22 H 1.82429 0.64695 -0.89853  0.015
23 H -2.57051 0.13324 -1.46988  0.308
24 H -2.47510 -1.22806 -2.63491  0.348

Forces on atoms 1 to 6 (eV/Å):
C 1.20 -1.05 0.53
C 0.35 -0.01 -0.15
C -0.35 0.41 -0.63
O 0.10 -0.05 0.10
N 0.04 0.22 0.19
H -0.38 0.45 0.14

Calculated values
* SMILES string: CNC(C)=O.CNC(C)=O
* energy: -497.0229 hartree
* gap between HOMO and LUMO: 10.263 eV
* relative energy (zero: lowest compared OMol25 entry of this formula, charge and spin): 21.72 kcal per mole
* F_max: 0.039 hartree/bohr
* HOMO: -9.5 eV

Entry 3:
# CH3IO2P

The ion CH3IO2P with charge -1 (ωB97M-V/def2-TZVPD, the OMol25 dataset).

Each line ends with the Mulliken charge.
Cartesian coordinates (Å):
1 C -0.79984 -0.55386 0.08391  -1.000
2 O 0.59092 1.67930 1.30205  -0.720
3 O 0.64775 1.26263 -1.37725  -0.645
4 P 0.49153 0.78529 0.00626  0.768
5 I 2.28832 -0.91519 0.18366  -0.347
6 H -0.57029 -0.77379 -0.95988  0.355
7 H -0.80681 -1.44587 0.68203  0.325
8 H -1.84158 -0.03851 0.07921  0.262

Forces on atoms 1 to 6 (eV/Å):
C -1.71 2.48 -1.68
O -0.49 -2.31 -3.61
O -0.51 0.40 -0.39
P 0.13 1.68 4.97
I 1.17 -0.64 0.18
H -0.67 -0.87 -0.14

Calculated values
* SMILES string: C[P@](=O)([O-])I
* energy: -829.5776 hartree
* gap between HOMO and LUMO: 8.125 eV
* charge: -1
* relative energy (zero: lowest compared OMol25 entry of this formula, charge and spin): 12.43 kcal per mole
* F_max: 0.102 hartree/bohr
* HOMO: -4.9 eV

Entry 4:
# C5H10O2

The molecule C5H10O2 (ωB97M-V/def2-TZVPD, the OMol25 dataset).

Each line ends with the Mulliken charge.
Cartesian coordinates (Å):
1 O 1.97582 0.18685 0.48859  -0.735
2 C 1.82399 -1.12855 0.11602  -0.405
3 C 0.44836 -0.95452 -0.40065  0.174
4 C -0.72140 -0.78121 0.49566  -0.623
5 C -1.57468 0.42007 0.06836  -0.517
6 C -0.63724 1.60667 -0.15892  -0.465
7 O 0.37713 1.19578 -1.04873  -0.611
8 H 1.22198 1.01349 -0.48960  0.425
9 H 1.86263 -1.83335 0.96444  0.308
10 H 2.52126 -1.48320 -0.66052  0.258
11 H 0.23142 -1.06205 -1.46229  0.282
12 H -0.37872 -0.68940 1.52980  0.318
13 H -1.32511 -1.69990 0.41028  0.303
14 H -2.34428 0.63908 0.81707  0.342
15 H -2.08873 0.18674 -0.87246  0.309
16 H -0.20620 1.93263 0.79614  0.295
17 H -1.18623 2.45090 -0.59318  0.342

Forces on atoms 1 to 6 (eV/Å):
O 0.10 0.24 0.04
C -0.17 -0.38 -0.12
C -0.15 0.02 0.03
C 0.24 0.07 0.03
C -0.13 0.00 -0.06
C -0.21 0.06 0.16

Calculated values
* energy: -346.8671 hartree
* gap between HOMO and LUMO (spin up / spin down): 8.352 / 8.353 eV
* relative energy (zero: lowest compared OMol25 entry of this formula, charge and spin): 99.38 kcal per mole
* F_max: 0.008 hartree/bohr
* HOMO (spin up / spin down): -8.8 / -8.8 eV

Entry 5:
# C5H6N2S

The molecule C5H6N2S (ωB97M-V/def2-TZVPD, the OMol25 dataset).

Each line ends with the Mulliken charge.
Cartesian coordinates (Å):
1 C -0.57055 1.88782 -2.24844  -1.213
2 C -0.28766 0.80623 -1.27679  0.838
3 C -0.61109 0.74227 0.07536  -0.526
4 C -0.05084 -0.27336 0.97006  0.123
5 C 0.70556 -1.36849 0.24036  -0.124
6 H -0.94099 2.95112 -2.01768  0.332
7 H -1.61991 1.44676 -2.73983  0.271
8 H 0.19086 1.84738 -3.18185  0.250
9 H -1.30872 1.47507 0.36166  0.391
10 H 0.95148 -2.28755 0.94954  0.285
11 H 0.45118 -0.32380 -2.76035  0.297
12 N 0.66611 -1.35738 -1.03955  -0.874
13 N 0.41972 -0.23401 -1.67333  0.287
14 S -0.02732 -0.29601 2.61346  -0.337

Forces on atoms 1 to 6 (eV/Å):
C -2.77 -0.64 -4.07
C 0.09 0.69 4.03
C 0.48 -0.50 -0.82
C 1.18 0.13 -1.12
C -2.52 0.22 2.26
H 1.32 -1.80 0.41

Calculated values
* SMILES string: Cc1cc(=S)cn[nH]1
* energy: -701.7243 hartree
* gap between HOMO and LUMO: 8.062 eV
* relative energy (zero: lowest compared OMol25 entry of this formula, charge and spin): 71.98 kcal per mole
* F_max: 0.112 hartree/bohr
* HOMO: -7.9 eV

Entry 6:
# C5H14O

A cluster of 2 separate species, C5H14O in total (ωB97M-V/def2-TZVPD, the OMol25 dataset).

Each line ends with the Mulliken charge.
Cartesian coordinates (Å):
1 C -1.89856 0.44029 -1.67309  -0.776
2 C -2.20324 0.49851 -3.17724  -0.962
3 H -0.89698 0.82397 -1.44638  0.245
4 H -2.64685 0.84666 -0.99555  0.362
5 H -1.70588 -0.58847 -1.34201  0.280
6 H -2.42121 1.49131 -3.55429  0.304
7 H -3.01904 -0.19497 -3.37591  0.283
8 H -1.29706 0.11446 -3.64716  0.267
9 C 0.86322 -0.56702 1.23888  0.665
10 C 1.82600 -0.92575 2.32720  -1.333
11 C 0.04537 0.69428 1.54131  -1.172
12 O 1.52042 -0.16476 -0.03466  -0.557
13 H 0.28791 -1.40275 0.85902  0.232
14 H 1.50852 -0.46910 3.27159  0.307
15 H 0.71679 1.53853 1.63982  0.336
16 H -0.75171 0.76480 0.81481  0.139
17 H -0.33218 0.67827 2.57542  0.406
18 H 2.31112 -0.68997 -0.14162  0.264
19 H 2.82473 -0.47553 2.28125  0.365
20 H 1.99385 -1.98357 2.51988  0.346

Forces on atoms 1 to 6 (eV/Å):
C 0.94 -0.48 0.28
C 0.39 -0.71 0.99
H -0.35 0.75 -0.09
H -0.02 0.25 -0.16
H -0.58 -0.19 -0.29
H -0.07 0.09 0.03

Calculated values
* SMILES string: CC(C)O.CC
* energy: -274.1037 hartree
* gap between HOMO and LUMO: 11.201 eV
* relative energy (zero: lowest compared OMol25 entry of this formula, charge and spin): 24.07 kcal per mole
* F_max: 0.050 hartree/bohr
* HOMO: -10.2 eV

Entry 7:
# C5H10N2O2

A cluster of 2 separate species, C5H10N2O2 in total (ωB97M-V/def2-TZVPD, the OMol25 dataset).

Each line ends with the Mulliken charge.
Cartesian coordinates (Å):
1 C 0.94076 -0.24104 -0.32248  0.322
2 C 1.87029 0.65091 -1.08484  -1.266
3 C 1.42100 -0.78905 0.98621  -1.129
4 C -0.33580 1.67198 0.66523  0.674
5 C -2.14830 0.12869 -0.04755  -0.604
6 N -2.28708 -0.92820 0.87253  -0.358
7 O -2.37019 -0.32246 -1.36323  -0.480
8 N -0.75668 0.72858 0.02296  0.125
9 O 0.15010 2.57984 1.20161  -0.423
10 H -2.65094 0.42846 -1.89619  0.348
11 H 0.41321 -0.95761 -0.94514  0.277
12 H -3.17483 -0.90168 1.35311  0.258
13 H -2.13401 -1.84905 0.45820  0.172
14 H 1.38513 1.08445 -1.96067  0.349
15 H 2.26344 1.45934 -0.46044  0.309
16 H 0.62178 -1.29868 1.52276  0.357
17 H 2.23017 -1.51298 0.81216  0.382
18 H 1.82875 -0.00227 1.62715  0.294
19 H 2.73318 0.07076 -1.44139  0.395

Forces on atoms 1 to 6 (eV/Å):
C -0.78 0.41 0.12
C -0.07 0.20 -0.01
C -0.08 0.09 0.12
C 0.43 0.83 0.37
C -0.71 1.29 0.33
N 0.54 -0.19 -0.01

Calculated values
* energy: -456.3612 hartree
* gap between HOMO and LUMO (spin up / spin down): 6.410 / 6.433 eV
* relative energy (zero: lowest compared OMol25 entry of this formula, charge and spin): 121.11 kcal per mole
* F_max: 0.045 hartree/bohr
* HOMO (spin up / spin down): -6.2 / -6.3 eV